Entry 1:
This record from the OMol25 dataset describes a 3-piece molecular cluster, C24H45IN2O17P2S3 overall. The level of theory is wB97M-V/def2-TZVPD.

The geometry in XYZ format:
```
94
Properties=species:S:1:pos:R:3:forces:R:3:lowdin_charge:R:1
O 2.5929 2.0867 0.3499 -0.1 -0.1 0.3 -0.116
H -1.6753 4.9707 -1.8100 0.1 0.3 0.1 0.060
S 1.5505 -5.5590 -0.0503 -0.2 0.0 0.4 0.562
H 0.5281 3.4250 2.7075 -0.1 -0.2 0.1 0.129
H 3.8471 4.8649 3.8556 0.2 0.1 -0.1 0.079
C -8.3413 1.8569 -0.8321 0.2 -0.1 0.0 -0.073
C 4.1958 -1.5896 -3.0372 0.1 -0.1 0.2 -0.265
O -0.0717 0.3057 2.6091 -0.2 0.1 -0.5 -0.214
C -3.0866 1.5487 0.9645 -0.2 -0.2 0.3 -0.137
H 4.3857 -8.7059 -0.0665 0.0 0.0 0.1 0.082
H 2.5171 -8.4968 1.5224 -0.1 0.1 0.1 0.121
C 4.3240 0.4092 0.1688 0.3 0.3 -0.5 -0.156
H 2.4909 5.2592 0.7479 0.0 0.0 0.0 0.053
S -2.7194 4.1643 0.1788 0.6 0.9 0.7 0.669
H -7.9758 1.9743 -1.8524 -0.1 0.0 0.0 0.083
H -2.9561 3.7946 -2.1310 -0.2 0.0 -0.2 0.063
C -2.1092 2.3724 0.1969 -1.0 0.8 0.3 -0.350
H 2.2520 4.5421 4.4838 -0.1 -0.1 0.2 0.091
H -0.9709 0.5018 -2.3871 -0.1 -0.2 -0.2 0.084
H -6.8469 -2.4775 -2.1344 0.0 0.0 0.0 0.075
H 3.8984 -0.3958 0.7598 -0.2 0.1 0.1 0.107
H 3.5041 -0.9958 -4.9952 0.0 -0.1 -0.1 0.108
H 5.3119 -3.1146 -4.1094 0.3 0.0 0.1 0.080
O 2.7187 -4.8914 -0.5387 0.0 0.1 -0.2 -0.288
O -7.8138 -1.4024 1.0623 0.1 0.1 0.2 -0.268
O -0.8786 2.4238 0.8560 -0.1 -0.3 -0.1 -0.104
O -4.0608 4.2626 0.6740 -0.5 -0.5 -0.5 -0.301
H 3.2765 3.1895 4.0389 0.0 -0.2 0.0 0.047
C 4.4944 -3.0194 -3.4018 -0.5 0.1 0.0 -0.047
O -6.1200 -0.3555 -0.4150 0.1 0.1 0.1 -0.281
C 1.4859 2.1652 1.2259 -1.2 0.0 0.3 -0.322
C 4.4038 -1.1698 -1.7201 -0.3 0.3 -0.5 -0.008
H 3.3432 2.0188 -1.9891 0.0 0.1 0.1 0.058
H 4.0154 -7.1316 -0.7715 0.0 0.0 0.0 0.069
O -1.0152 -0.5097 -0.1222 -0.3 0.3 0.0 -0.243
C 0.2541 2.0281 0.1934 1.9 0.0 -1.0 -0.467
H -3.5072 0.7970 2.8795 -0.7 0.1 0.0 0.076
N 0.6108 2.9628 -0.8845 -0.5 0.2 0.0 0.130
C 4.0989 0.1281 -1.2982 0.0 -0.4 -0.4 -0.235
C -9.1593 0.5873 -0.7027 -0.2 0.5 0.2 -0.248
H 1.1060 2.5013 -1.6363 0.1 0.0 0.0 0.071
H 1.3087 -4.1331 1.7983 0.0 0.0 0.0 0.073
H -9.4934 0.4308 0.3240 0.1 -0.1 0.0 0.115
H 4.7079 2.4935 2.3081 -0.1 0.2 0.0 0.058
H 2.9957 1.3104 -4.2893 -0.1 0.1 -0.1 0.102
H 0.7430 4.1907 1.1780 -0.1 0.0 -0.3 0.100
O 4.0966 1.7847 2.0871 -0.4 -0.2 0.3 -0.048
C 3.9683 -7.7209 0.1426 0.0 0.2 -0.1 -0.073
C 2.4372 4.3330 2.3897 0.1 -0.1 -0.4 -0.414
O -0.0291 0.4915 -2.1843 0.6 0.5 0.0 -0.118
H -6.2164 -3.1807 -0.6217 0.0 0.0 0.0 0.078
H 4.7786 -1.8887 -1.0039 0.1 -0.1 0.1 0.122
H -0.2200 3.3704 -1.2948 0.0 0.0 0.1 0.070
O 1.6875 1.5514 3.9173 0.4 0.0 -0.2 -0.104
O 1.9720 -6.6032 1.0683 0.0 0.1 0.1 -0.263
C 3.3936 0.6060 -3.5770 0.2 -0.4 0.4 -0.064
S -7.2908 -1.1585 -0.2454 -0.2 -0.2 -0.3 0.563
H -10.0467 0.6487 -1.3291 0.0 -0.2 -0.1 0.120
H 5.3956 0.3865 0.3422 0.2 -0.1 0.1 0.111
H -7.9625 -3.2841 -0.9853 0.0 0.0 0.0 0.075
H -7.4752 1.8440 -0.1725 0.0 0.0 0.0 0.071
H 1.8989 -8.3147 -0.1117 -0.1 0.1 0.0 0.116
I 5.2722 3.2729 -0.1534 -0.1 0.0 0.0 0.919
C -7.0633 -2.6841 -1.0900 0.0 -0.1 -0.1 -0.121
H 2.2320 0.9391 4.4263 0.1 0.1 0.2 0.101
H -2.6656 2.4237 2.8295 0.7 -0.2 0.1 0.083
H -3.4227 5.4354 -1.6646 0.0 0.3 0.0 0.070
P 0.1115 0.3058 -0.5914 -1.3 -1.2 0.7 0.529
C 3.6854 -0.6937 -3.9759 0.0 0.4 0.5 -0.048
O -8.4546 -0.5873 -1.1633 0.0 -0.1 -0.1 -0.264
C 1.2351 3.5429 1.8903 0.5 0.2 0.5 -0.071
H 4.6813 -3.5795 -2.4929 0.3 -0.2 0.0 0.064
H -8.9524 2.7208 -0.5711 -0.1 0.0 0.0 0.083
P 1.2777 0.8635 2.5397 -0.5 -0.3 0.8 0.514
H -2.0602 2.0936 -0.8526 0.2 -0.2 -0.1 0.114
C -3.0888 1.5920 2.2860 0.0 0.1 0.2 0.060
H 1.8639 -1.0815 2.0950 0.0 -0.1 -0.1 0.086
H -3.8119 0.9304 0.4587 0.5 -0.5 -0.4 0.101
H 3.6279 -3.4800 -3.8721 -0.1 0.0 -0.1 0.081
O -1.7354 4.9494 0.8832 0.3 -0.1 -0.3 -0.306
O 2.3593 -0.3046 2.3836 0.2 0.1 0.0 -0.117
C 3.8652 1.7415 0.7312 1.0 0.1 -0.4 -0.821
O 1.5114 -0.4198 -0.4186 0.0 0.5 0.0 -0.096
C 0.6541 -4.4634 0.9960 0.0 0.0 0.0 -0.113
H 4.5884 -7.2222 0.8873 0.0 -0.1 0.0 0.085
C 3.5881 1.0018 -2.2518 0.1 0.2 -0.2 -0.093
C -2.6761 4.6628 -1.5387 -0.2 -0.8 0.1 -0.134
H -0.2170 -4.9799 1.3877 0.0 0.0 0.0 0.079
O 0.6544 -6.1965 -0.9638 0.1 0.0 -0.2 -0.269
H 0.3473 -3.6163 0.3858 0.0 0.0 0.0 0.069
C 2.5439 -7.8596 0.6413 0.2 -0.5 -0.2 -0.247
N 2.9578 5.2216 1.6544 0.2 0.2 -0.2 0.135
C 2.9991 4.1966 3.7690 -0.2 0.3 0.2 -0.050
H 1.5442 -1.2098 -0.9748 0.2 -0.1 -0.1 0.111
```
Forces are in eV/Å.

SMILES   [H]/N=C(/C)C[C@](O[C@](O)(I)Cc1cccc(C)c1)([C@](N)(O[C@@H](C=C)S(C)(=O)=O)P(=O)(O)O)P(=O)(O)O.CCOS(C)(=O)=O.CCOS(C)(=O)=O
Spin multiplicity   1
Kohn-Sham gap   8.90 eV
Energy   -122590.7604 eV
HOMO   -8.85 eV
LUMO level   0.00200 Ha



Entry 2:
This record from the OMol25 dataset describes C4H11BrClLuRh as an isolated structure. The level of theory is wB97M-V/def2-TZVPD.

The geometry in XYZ format:
```
19
Properties=species:S:1:pos:R:3:forces:R:3:nbo_charge:R:1
H 2.9009 0.0062 -1.2875 0.0 0.0 -0.1 0.212
C 0.4252 0.8085 1.3197 -0.4 -0.6 1.4 -1.103
H -0.4116 2.9554 -2.5485 -0.1 0.0 0.1 0.210
H 0.7523 -2.4449 1.8725 -0.3 -0.3 0.2 0.187
H 1.2233 0.2959 1.8805 0.0 0.4 -0.1 0.197
C -0.8836 2.5105 -1.6608 -0.2 0.3 -0.2 -1.363
Br -3.1056 -0.9169 2.4503 -0.6 0.3 0.1 -0.599
H 2.2985 0.6550 -2.8262 0.0 -0.1 0.1 0.210
H -0.8216 -3.3520 1.6437 0.3 0.3 0.3 0.214
H -0.9152 3.2831 -0.8788 0.0 0.0 -0.1 0.215
C 2.0394 0.0111 -1.9731 0.4 -0.1 -0.2 -1.367
H -0.5788 -2.3083 3.1331 0.2 -0.3 -0.4 0.204
H -0.1331 1.4852 1.9823 0.4 0.1 0.0 0.205
Rh -1.0444 -0.8489 1.0831 -0.8 1.3 1.2 0.809
C -0.3367 -2.4551 2.0661 1.1 -1.6 1.0 -0.989
Lu 0.1203 0.6107 -0.8752 -0.3 0.0 -2.2 1.858
H -1.9294 2.2793 -1.9228 0.1 0.1 0.0 0.217
Cl -1.5321 -1.5578 -1.0989 0.2 0.2 -1.1 -0.532
H 1.9323 -1.0170 -2.3594 0.1 0.1 0.0 0.216
```
Forces are in eV/Å.

Spin multiplicity   5
Kohn-Sham gap (spin up / spin down)   6.84 / 6.70 eV
Energy   -123518.1032 eV
HOMO (spin up / spin down)   -3.51 / -5.23 eV
ΔE to the lowest compared entry with this formula, charge and spin   0.0 kcal/mol
Net charge   -1
LUMO level (spin up / spin down)   0.12235 / 0.05412 Ha
Expectation value of S²   6.01



Entry 3:
This record from the OMol25 dataset describes the molecule C5H7F. The level of theory is wB97M-V/def2-TZVPD.

The geometry in XYZ format:
```
13
Properties=species:S:1:pos:R:3:forces:R:3:nbo_charge:R:1
C 2.4845 -0.0736 -0.0037 1.0 -1.2 -0.2 -0.395
H 2.8364 0.8421 0.4713 0.0 -0.3 -0.2 0.196
H 0.4298 1.1262 1.2507 -0.1 0.0 -1.2 0.224
H 0.8703 -1.2953 -0.5821 0.2 0.3 0.0 0.219
H -0.9630 0.6611 -1.6174 -0.1 0.4 1.4 0.241
H 3.2131 -0.8629 -0.3324 -0.5 1.2 0.4 0.204
C 0.1438 0.5310 0.3475 -0.2 1.4 1.5 -0.303
F -1.4271 -1.1531 -0.1077 -0.6 -0.4 0.5 -0.372
H -1.8776 0.1498 1.4505 0.9 0.3 -1.5 0.199
C -1.2522 0.0880 0.5025 -1.0 -1.2 -0.3 0.189
H -1.2523 2.1182 -0.4957 -0.1 0.2 0.1 0.225
C -0.9791 1.0822 -0.5735 0.7 -0.3 -0.3 -0.440
C 1.2009 -0.3544 -0.1354 -0.3 -0.4 -0.2 -0.187
```
Forces are in eV/Å.

SMILES   C=C[C@H]1C[C@H]1F
Spin multiplicity   1
Kohn-Sham gap   10.53 eV
Energy   -8013.9002 eV
HOMO   -9.34 eV
ΔE to the lowest compared entry with this formula, charge and spin   30.2 kcal/mol
LUMO level   0.04343 Ha



Entry 4:
This record from the OMol25 dataset describes the molecule C4H10N2. The level of theory is wB97M-V/def2-TZVPD.

The geometry in XYZ format:
```
16
Properties=species:S:1:pos:R:3:forces:R:3:nbo_charge:R:1
H -2.7348 1.4399 0.4564 0.1 -0.1 0.0 0.209
C 1.2070 -0.8363 1.7281 1.7 -0.7 -3.3 -0.336
C -1.8134 1.7350 -0.0524 -0.3 0.4 -0.3 -0.652
C -0.0510 0.0459 -0.6844 -1.6 0.5 1.3 0.197
H -1.1820 -0.4687 -2.2432 0.2 -0.2 0.1 0.382
H 1.6679 0.0303 2.1877 -0.2 0.0 -0.3 0.219
N -0.2122 -0.5338 -1.9537 0.9 -0.3 -0.4 -0.880
C -0.7094 0.7714 0.1409 1.7 -0.6 -0.4 -0.368
H 0.1522 -1.4835 -1.9913 -0.5 0.3 -0.3 0.353
H 1.6644 -1.6790 -0.3732 -0.1 -0.1 0.1 0.367
H -1.5570 2.7178 0.3550 0.0 -0.1 0.1 0.211
N 1.4202 -0.7433 -0.0533 -1.5 0.5 3.2 -0.680
H 2.2045 -0.1413 -0.3086 -0.2 0.1 0.5 0.398
H -2.0659 1.9228 -1.1086 -0.1 -0.1 0.0 0.166
H 1.8073 -1.7384 1.8305 0.2 0.1 0.5 0.177
H 0.2022 -1.0387 2.0702 -0.3 0.5 -0.8 0.238
```
Forces are in eV/Å.

Spin multiplicity   1
Kohn-Sham gap   6.95 eV
Energy   -7285.1640 eV
HOMO   -6.31 eV
ΔE to the lowest compared entry with this formula, charge and spin   125.8 kcal/mol
LUMO level   0.02344 Ha